DFT (ωB97M-V with the def2-TZVPD basis set) results for a molecular structure, C46H95F9HgN5O8PS.

CARTESIAN COORDINATES (ANGSTROEM)
H  1.460062  -8.268931  -3.920933
C  -0.166880  2.666321  -9.016225
H  -7.520153  -6.676400  -1.583201
H  -3.517330  3.102845  -9.200778
C  -6.164723  -2.750182  -12.712987
H  -1.237904  0.764403  -10.673714
H  3.013959  -7.300432  -5.149266
C  -2.802495  -9.585775  -4.881961
H  0.012760  -0.393659  -10.690517
C  0.008084  -7.035869  -6.777248
H  -2.501421  -11.019023  -6.436028
C  -4.918643  -8.557976  -6.682100
F  -2.150775  -3.109877  -7.101002
C  -6.427707  -3.325149  -9.604858
H  -2.295252  -1.808304  -12.289757
H  -0.720969  2.935805  -6.995340
H  -0.630725  2.687036  -10.003737
H  0.539536  3.493599  -8.956030
H  -5.279190  -1.060910  -8.432709
C  -4.661729  -2.929365  -12.961562
H  -6.251859  -6.063495  1.337117
C  -3.181901  -7.644128  -3.429008
H  -5.197640  -3.813112  1.346708
H  -8.090458  -2.925804  0.963555
H  -5.825433  -2.271248  1.319823
H  0.269370  -6.849258  -7.818542
H  -3.244442  -5.353877  -11.955228
H  2.626625  -6.528279  -8.076782
C  -5.804906  -3.176766  -0.628524
H  3.433445  -10.906066  -8.586027
Hg  -1.748925  -1.104423  -5.943683
H  -7.089582  -3.672542  -3.183417
H  -3.535058  3.074976  -6.531275
H  -4.883148  -6.134230  -5.270255
H  -5.492654  -6.557858  -1.487341
H  -6.578467  -4.195327  -10.252274
H  -6.399264  -2.345883  -1.026479
H  -7.434240  -2.993365  -9.343204
H  -0.540926  -1.936965  -8.135248
C  3.535118  -8.390245  -7.551610
C  -6.253015  -9.309605  -6.620699
C  -3.341012  -10.455371  -6.011920
O  0.418387  -9.998537  -6.447254
H  0.993266  -1.346435  -8.762524
H  -4.233124  1.541979  -8.941481
H  -5.660488  -9.960326  -4.117196
C  -2.339088  1.859983  -7.917371
F  -2.267328  -3.102563  -4.842504
O  -3.540767  -2.619592  -9.414674
C  2.306708  -9.269341  -7.698825
C  -5.441458  -0.231093  -3.842507
C  1.601975  -8.940094  -9.018525
H  -2.881197  1.717529  -10.079971
H  -2.937592  -8.918540  -7.376213
H  -2.457205  1.991375  -5.787783
H  4.183836  -8.751151  -6.749763
H  -4.468159  -10.210555  -2.830749
P  -3.244839  -3.797971  -6.021056
C  -3.809509  -9.533743  -7.135570
C  -6.168134  -4.463637  -1.368917
N  -4.293493  -2.360676  -10.583731
H  -3.051367  -0.588353  -8.876736
N  -1.705570  0.522599  -7.851427
F  -2.398555  -5.122553  -5.887766
H  -1.733966  -3.163832  -11.227792
C  -7.293978  -6.248609  1.064690
H  -5.710504  -6.710808  -7.588122
H  0.920557  1.426971  -7.666093
H  0.470368  -0.963006  -7.093905
H  -0.130653  -8.668911  -4.443698
C  -7.885197  -4.988202  0.397629
O  -8.030036  -5.881162  -1.807181
H  -2.071724  -8.928782  -5.372973
F  -5.618112  -1.338668  -4.543587
H  -4.796331  -2.950936  -0.982720
O  -2.867779  -0.257339  -4.330395
F  -5.665088  0.796428  -4.692238
O  -5.351630  -6.930183  -5.003399
H  -5.334169  -0.082645  -9.886131
F  -4.032190  -4.384667  -7.269896
C  -5.808917  -0.929324  -9.381626
C  -2.400015  -2.869421  -12.037099
C  -5.113298  -5.568458  -1.194386
H  -4.238386  -2.096176  -13.521201
H  2.119434  -5.879291  -5.689727
C  0.645671  -7.910380  -4.555968
H  -7.814158  -6.576189  1.959902
H  0.264466  -6.956362  -4.192462
H  -7.246913  -7.060687  0.333405
H  -3.859508  -6.989957  -2.881751
H  -9.900404  -4.067511  0.427659
C  2.792488  -10.709925  -7.726204
H  0.632017  -10.524682  -5.671685
C  -7.424011  -3.756804  1.202657
H  3.332684  -10.930443  -6.804228
H  1.265744  1.088134  -9.344572
H  -2.532035  -7.028033  -4.057137
C  -6.129029  -4.079451  -2.867503
O  -2.681561  -0.506546  -7.978090
C  -3.856629  -3.204098  -11.689198
C  -4.928961  -7.462840  -7.733791
H  -5.958093  -3.712605  -8.697786
C  0.141571  -1.076660  -8.143501
C  -0.537369  0.177874  -8.684189
H  -4.092766  -11.168388  -5.666675
H  -9.866486  -5.781628  -0.122996
C  0.455656  1.335990  -8.652586
H  -6.597775  -2.335856  -13.633971
C  1.113854  -7.746218  -6.002399
H  -1.721765  3.910888  -8.038431
H  -1.587078  -0.962832  -10.303933
S  -3.740413  -0.015542  -3.157808
N  -4.481155  -7.954003  -5.435287
C  3.195432  -6.933370  -7.229881
H  -5.163665  -7.882780  -8.721039
N  1.482745  -9.058141  -6.524540
C  -5.701174  -2.169623  -10.282678
H  -4.585478  -3.840837  -13.560128
F  -4.350321  -4.321582  -5.022061
H  -6.103086  -10.349071  -6.322018
H  -3.761276  -4.926005  -10.324772
N  -7.532495  -4.834730  -1.012859
C  -4.917058  -9.467369  -3.492875
H  -2.273414  -10.148715  -4.113810
H  -2.511704  -8.131206  -2.713713
H  -6.766488  -9.325964  -7.584466
H  -4.915209  -5.117230  -11.621644
C  -3.278936  2.042702  -9.122075
C  -9.403063  -5.032212  0.516124
H  -6.932736  -8.855308  -5.896921
H  -5.357604  -3.336450  -3.055442
C  2.385381  -6.907822  -5.953079
H  -3.880887  1.279728  -6.497085
H  1.341897  -7.889026  -9.111131
H  -9.642233  -5.351643  1.540789
C  -3.920908  -4.717356  -11.385212
H  -2.134640  -3.358440  -12.977232
H  -4.135875  -10.094888  -8.009802
H  -5.925452  -4.970213  -3.465588
F  -4.001433  -2.379090  -6.090609
H  -3.895142  -3.443577  -9.047257
H  -0.928300  -7.593856  -6.809522
H  -6.121428  -0.786426  -11.872864
H  -7.412608  -4.002140  2.264519
H  4.070565  -8.443414  -8.503954
H  4.098545  -6.323061  -7.189036
C  -6.013351  -3.251479  0.865840
F  -6.333436  -0.169431  -2.870564
C  -3.146192  2.064557  -6.640193
H  -4.741676  -5.748691  -0.182281
H  -4.268321  -5.382854  -1.858816
H  -0.145576  -6.057424  -6.319655
H  2.282330  -9.193871  -9.835234
C  -6.418908  -1.796324  -11.571043
H  -7.489722  -1.691255  -11.372371
H  -6.695878  -3.704576  -12.655584
H  -6.845648  -0.683336  -9.156377
H  -3.959712  -6.972157  -7.816140
C  -3.885524  -8.667357  -4.312286
O  -3.748035  1.345143  -2.728335
C  -0.901344  -0.128923  -10.152244
O  -3.578590  -1.009924  -2.141823
H  1.956065  -11.407542  -7.804538
H  0.660115  -9.480382  -9.124681
H  -5.474017  -8.767872  -2.861001
C  -1.248503  2.934511  -7.957872

Force components x, y, z for each atom (eV/Å):
H 0.134 0.271 -0.033
C -0.977 0.565 0.604
H 0.000 -0.043 -0.107
H 0.059 0.032 -0.015
C -0.058 0.332 -1.033
H -0.312 -0.117 0.035
H -0.002 0.034 0.042
C -0.172 0.359 -0.992
H 0.042 -0.160 0.197
C 0.028 0.350 -0.460
H -0.137 -0.241 0.211
C 0.380 -0.539 -0.371
F 0.491 -0.687 -0.053
C -0.314 -0.802 -0.050
H -0.041 0.031 0.455
H -0.176 0.013 0.059
H 0.250 -0.113 -0.128
H 0.235 -0.173 -0.192
H -0.187 -0.163 -0.008
C -0.893 -0.633 0.274
H -0.055 0.006 0.099
C 0.423 0.239 0.056
H -0.372 -0.542 -0.195
H -0.204 -0.075 0.313
H -0.449 0.107 -0.149
H 0.159 0.013 0.014
H 0.316 0.399 -0.065
H -0.083 0.098 0.187
C -0.002 0.017 -0.297
H 0.136 0.199 0.038
Hg -0.344 0.839 0.476
H -0.021 0.062 0.082
H -0.448 -0.106 -0.451
H -0.126 0.143 0.154
H -0.139 0.235 -0.231
H 0.178 0.152 -0.134
H -0.228 -0.228 -0.068
H 0.080 0.040 0.164
H 0.084 0.121 -0.456
C 0.410 0.833 -0.144
C -0.380 -0.006 0.236
C 0.613 -0.163 -0.267
O -0.239 0.462 -0.447
H 0.163 -0.004 0.162
H 0.139 -0.094 -0.084
H 0.158 -0.117 -0.085
C -0.305 0.952 -0.231
F -0.292 -0.531 0.286
O -0.267 -0.085 -0.443
C -0.222 0.247 -0.257
C 0.188 0.589 -0.641
C -0.099 -0.053 -0.221
H 0.037 -0.015 0.017
H -0.016 -0.103 -0.355
H -0.054 -0.156 -0.070
H -0.016 -0.266 -0.079
H 0.159 0.042 -0.068
P -0.020 -0.076 0.057
C -0.088 0.179 0.958
C 0.163 0.390 -0.823
N 0.452 0.718 -0.424
H 0.103 -0.117 -0.069
N 0.234 -0.665 0.570
F 0.289 0.112 -0.116
H 0.183 0.057 -0.129
C 0.856 0.010 -0.698
H 0.146 0.003 0.320
H -0.117 -0.079 0.075
H 0.329 0.353 -0.121
H -0.196 0.295 -0.235
C -0.253 -0.041 0.700
O 0.128 -0.122 0.158
H 0.073 -0.100 0.292
F -0.029 -0.258 0.269
H 0.176 0.121 0.635
O 0.376 0.320 -0.715
F -0.075 0.015 0.075
O -0.333 -0.465 0.015
H -0.169 -0.029 -0.083
F -0.266 0.053 -0.399
C 0.543 0.019 0.342
C -0.170 0.336 -0.237
C 0.030 -0.601 0.359
H -0.097 0.148 0.073
H -0.051 -0.069 0.090
C -0.012 -0.500 0.207
H -0.225 0.035 -0.065
H 0.030 -0.045 0.166
H -0.242 -0.232 0.274
H 0.033 -0.249 -0.208
H 0.201 0.068 -0.537
C -0.400 -0.495 0.103
H 0.048 -0.061 0.029
C 1.004 0.381 -0.601
H 0.067 -0.037 -0.042
H -0.026 -0.073 0.052
H -0.117 0.071 -0.025
C -0.508 -0.614 0.114
O -0.568 0.330 -0.245
C 0.810 -0.823 -0.615
C -0.782 0.336 -0.830
H 0.067 0.282 0.047
C -0.723 -0.458 0.531
C 0.344 -0.079 -0.824
H -0.092 0.047 -0.069
H 0.089 0.164 -0.250
C 0.519 0.163 -0.361
H 0.071 0.135 0.141
C -0.301 -0.271 -0.038
H -0.054 -0.004 -0.196
H -0.122 0.154 0.218
S -0.295 -0.357 1.284
N 0.951 0.464 -0.208
C -0.311 -0.355 -0.830
H 0.147 -0.182 0.129
N 0.525 -0.801 1.208
C -0.593 0.650 0.438
H 0.409 0.244 -0.276
F 0.547 0.157 0.287
H -0.008 0.018 0.036
H 0.180 -0.086 -0.066
N -0.178 0.755 0.129
C -0.346 0.387 0.274
H -0.232 -0.044 0.197
H -0.217 -0.150 0.075
H 0.125 0.052 -0.048
H 0.009 0.150 0.148
C -0.321 -0.176 0.151
C -0.548 -0.588 0.957
H 0.038 0.103 -0.060
H 0.102 -0.122 0.098
C 0.385 0.501 0.027
H -0.427 0.220 -0.093
H 0.185 0.078 0.013
H 0.054 0.047 -0.081
C -0.989 -0.348 0.402
H 0.087 -0.418 0.251
H -0.045 0.075 -0.098
H -0.140 0.179 -0.014
F -0.254 0.089 -0.413
H 0.190 -0.002 0.318
H 0.021 -0.002 0.298
H 0.304 -0.096 -0.024
H -0.574 0.085 0.051
H 0.204 -0.048 0.141
H 0.048 -0.054 0.291
C 0.955 0.031 0.351
F -0.103 -0.073 0.217
C 0.987 -0.318 0.774
H 0.017 0.460 0.040
H 0.010 0.196 0.217
H -0.307 -0.088 0.014
H -0.228 -0.045 -0.129
C -0.397 0.175 -0.344
H 0.027 -0.219 0.129
H 0.251 -0.079 0.607
H -0.035 -0.020 -0.071
H 0.014 0.042 0.210
C -0.143 -0.555 0.379
O 0.186 0.412 -0.318
C 0.380 0.317 -0.332
O -0.059 -0.331 -0.212
H 0.003 0.075 0.033
H 0.127 -0.236 0.017
H -0.019 -0.063 -0.026
C 0.736 -0.411 0.257

E_LUMO   -2.47 eV
Strongest force on any atom   1.541 eV/Å
Gap between HOMO and LUMO   0.191 Eh
E_tot   -121828.977 eV